1.
Below is an isolated molecule of C22H35N7OS at a distorted geometry, with properties calculated with the ωB97M-V functional and the def2-TZVPD basis.

Calculated values
HOMO-LUMO gap in Ha: 0.30941
SMILES: CCCN1CCN(CCCNC(=O)[C@H]2CCCN(c3nnc(-n4cccc4)s3)C2)CC1
ΔE to the lowest compared entry with this formula, charge and spin in kJ/mol: 20.88

Structure (XYZ):
```
66
C22H35N7OS (the ωB97M-V functional and the def2-TZVPD basis)
C 5.14 2.71 1.18
C 4.29 1.55 0.69
C 2.82 1.71 1.11
N 2.25 2.90 0.49
C 1.67 2.66 -0.82
C 0.28 2.02 -0.76
N -0.66 2.75 0.09
C -1.23 3.94 -0.54
C -2.43 3.59 -1.43
C -3.60 3.02 -0.65
N -3.22 1.77 -0.03
C -3.90 0.62 -0.19
O -4.98 0.53 -0.74
C -3.19 -0.60 0.39
C -4.08 -1.34 1.39
C -3.40 -2.62 1.87
C -2.98 -3.49 0.69
N -2.17 -2.72 -0.24
C -0.83 -2.73 -0.08
N -0.18 -3.54 0.69
N 1.14 -3.42 0.61
C 1.55 -2.52 -0.21
N 2.85 -2.20 -0.46
C 3.31 -1.31 -1.39
C 4.67 -1.30 -1.34
C 5.06 -2.22 -0.33
C 3.92 -2.76 0.19
S 0.22 -1.66 -1.03
C -2.83 -1.55 -0.76
C -0.06 2.97 1.40
C 1.32 3.65 1.31
H 6.16 2.62 0.82
H 5.16 2.75 2.26
H 4.72 3.65 0.81
H 4.34 1.49 -0.40
H 4.67 0.61 1.09
H 2.79 1.84 2.20
H 2.27 0.80 0.86
H 2.34 2.02 -1.39
H 1.61 3.63 -1.33
H -0.14 1.94 -1.76
H 0.36 1.01 -0.35
H -0.49 4.49 -1.13
H -1.58 4.61 0.26
H -2.12 2.88 -2.20
H -2.75 4.50 -1.94
H -3.91 3.73 0.13
H -4.46 2.82 -1.30
H -2.26 1.78 0.31
H -2.26 -0.29 0.89
H -4.31 -0.69 2.23
H -5.02 -1.59 0.89
H -4.06 -3.18 2.52
H -2.50 -2.36 2.45
H -2.40 -4.35 1.02
H -3.87 -3.83 0.14
H 2.63 -0.77 -2.02
H 5.32 -0.71 -1.95
H 6.06 -2.44 -0.04
H 3.77 -3.48 0.96
H -2.19 -1.06 -1.49
H -3.75 -1.86 -1.26
H -0.74 3.57 2.01
H 0.05 1.99 1.87
H 1.74 3.77 2.31
H 1.21 4.64 0.86
```

Here are the Löwdin charges for atoms 1 to 6, given in e: C -0.107; C -0.246; C -0.208; N -0.171; C -0.153; C -0.169


2.
Below is a cluster of 2 separate species, C15H28Cl2F3N2O2PS in total at a distorted geometry, with properties calculated with the ωB97M-V functional and the def2-TZVPD basis.

Calculated values
HOMO-LUMO gap in Ha: 0.11757
ΔE to the lowest compared entry with this formula, charge and spin in kJ/mol: 0.00

Structure (XYZ):
```
54
C15H28Cl2F3N2O2PS (the ωB97M-V functional and the def2-TZVPD basis)
C 1.75 0.41 3.57
C 0.39 0.54 4.24
S -0.99 -0.12 3.27
C -0.93 0.98 1.83
C -1.61 0.35 0.59
C -3.08 0.85 0.53
C -4.13 -0.15 0.04
N -5.21 0.60 -0.65
N -0.82 0.90 -0.56
C 0.17 0.17 -0.92
C 1.13 0.58 -1.97
C 0.96 2.00 -2.53
C 2.32 2.61 -2.84
Cl -0.11 1.88 -3.98
C 0.19 -1.11 -0.11
C 0.50 -2.38 -0.91
C 1.93 -2.54 -1.45
C 3.00 -2.43 -0.41
F 4.22 -2.69 -0.95
F 3.07 -1.19 0.15
F 2.81 -3.32 0.60
C -1.31 -1.12 0.33
P -1.96 -2.37 1.54
O -0.52 -3.06 1.91
Cl -2.67 -3.80 0.19
H 1.95 -0.61 3.25
H 1.88 1.11 2.75
H 2.52 0.67 4.30
H 0.20 1.60 4.44
H 0.38 -0.01 5.17
H -1.39 1.93 2.08
H 0.11 1.19 1.60
H -3.37 1.20 1.51
H -3.11 1.70 -0.16
H -4.55 -0.68 0.90
H -3.73 -0.85 -0.68
H -6.11 0.17 -0.48
H -5.27 1.54 -0.29
H -1.05 1.81 -0.94
H 1.13 -0.15 -2.77
H 2.12 0.53 -1.51
H 0.48 2.67 -1.83
H 2.95 1.92 -3.39
H 2.79 2.91 -1.91
H 2.19 3.54 -3.38
H 0.78 -1.05 0.80
H -0.18 -2.44 -1.76
H 0.28 -3.24 -0.29
H 2.02 -3.55 -1.86
H 2.17 -1.87 -2.27
H -1.82 -1.36 -0.61
H -0.62 -4.01 1.97
O 4.03 4.75 -2.61
H 4.10 4.98 -3.55
```

Here are the Löwdin charges for atoms 1 to 6, given in e: C -0.148; C -0.499; S 0.878; C -0.384; C -0.435; C -0.107


3.
Below is a cluster of 2 separate species, CHNO2P in total at a distorted geometry, with properties calculated with the ωB97M-V functional and the def2-TZVPD basis.

Calculated values
HOMO-LUMO gap (alpha / beta) in Ha: 0.22018 / 0.18812
ΔE to the lowest compared entry with this formula, charge and spin in kJ/mol: 327.51
Charge: -1

Structure (XYZ):
```
6
CHNO2P (the ωB97M-V functional and the def2-TZVPD basis)
C -1.16 -1.09 0.31
N -2.26 -0.77 0.28
O 0.37 2.32 -0.13
O 1.34 -1.72 -0.49
P 0.62 -1.13 0.66
H 1.11 2.38 -0.62
```

Löwdin charges in e: C -0.486; N 0.053; O -0.516; O -0.547; P 0.759; H -0.263


4.
Below is a structure of composition C28H40IN9O2S2SnTe at a distorted geometry, with properties calculated with the ωB97M-V functional and the def2-TZVPD basis.

Calculated values
HOMO-LUMO gap in Ha: 0.19513
Charge: +2

Structure (XYZ):
```
84
C28H40IN9O2S2SnTe (the ωB97M-V functional and the def2-TZVPD basis)
Sn -0.59 -0.73 0.47
C -3.20 3.21 0.29
C -1.78 3.36 0.75
N -1.22 4.55 0.60
C -0.02 4.80 1.13
C 0.64 3.88 1.92
C 1.93 4.24 2.63
O 2.39 5.55 2.39
C 0.13 2.58 2.00
C 0.73 1.66 2.96
N 1.26 0.51 2.75
C 1.74 -0.21 3.87
C 2.17 0.34 5.05
C 2.63 -0.46 6.14
C 2.58 -1.80 6.06
C 2.12 -2.50 4.83
C 1.92 -1.60 3.67
I -1.87 -2.29 2.33
C -1.09 2.26 1.35
O -1.61 1.06 1.34
H -3.80 3.99 0.76
H -3.60 2.24 0.58
H -3.30 3.35 -0.79
H 0.39 5.79 0.95
H 2.73 3.58 2.31
H 1.78 4.08 3.71
H 1.80 6.19 2.80
H 0.67 2.03 3.99
H 2.23 1.42 5.16
H 2.98 0.03 7.03
H 2.84 -2.42 6.90
H 2.83 -3.28 4.58
N -3.92 -1.94 -0.46
C -3.05 -2.70 -1.18
N -1.77 -2.49 -1.25
C -1.16 -3.40 -2.12
C -2.03 -4.26 -2.71
S -3.64 -3.99 -2.19
C 0.27 -3.41 -2.46
C 0.85 -4.38 -3.22
S 2.51 -4.05 -3.49
C 2.32 -2.59 -2.57
N 1.13 -2.40 -2.08
N 3.37 -1.74 -2.34
H -3.53 -1.54 0.39
H -4.84 -2.33 -0.32
H -1.81 -5.04 -3.43
H 0.40 -5.27 -3.63
H 4.18 -1.85 -2.92
H 3.12 -0.79 -2.12
N -0.67 1.43 -5.66
C -0.59 0.37 -4.57
C -1.97 0.21 -3.93
C -2.29 1.24 -2.83
N -2.29 0.56 -1.52
C -1.31 2.43 -2.83
C 0.19 2.07 -2.82
N 0.67 1.92 -1.45
C 0.47 0.74 -3.56
H -1.33 1.16 -6.39
H 0.24 1.59 -6.10
H -0.99 2.30 -5.24
H -0.31 -0.56 -5.08
H -2.00 -0.78 -3.47
H -2.74 0.22 -4.71
H -3.28 1.66 -3.02
H -3.09 -0.06 -1.49
H -2.44 1.24 -0.78
H -1.51 3.04 -1.95
H -1.54 3.08 -3.69
H 0.72 2.89 -3.32
H 0.32 2.67 -0.86
H 1.68 2.00 -1.43
H 0.45 -0.04 -2.80
H 1.46 0.75 -4.02
C 0.77 -3.20 5.18
Te 2.07 -2.13 1.71
C 2.26 -4.23 2.07
H 0.93 -3.90 6.00
H 0.38 -3.74 4.31
H 0.03 -2.47 5.48
H 3.05 -4.41 2.79
H 2.53 -4.71 1.13
H 1.32 -4.63 2.43
```

Here are the Löwdin charges for atoms 1 to 6, given in e: Sn 0.720; C -0.021; C -0.287; N 0.118; C -0.092; C -0.145


5.
Below is a cluster of 6 separate species, H13O6 in total at a distorted geometry, with properties calculated with the ωB97M-V functional and the def2-TZVPD basis.

Calculated values
HOMO-LUMO gap in Ha: 0.41637
ΔE to the lowest compared entry with this formula, charge and spin in kJ/mol: 47.25
Charge: +1

Structure (XYZ):
```
19
H13O6 (the ωB97M-V functional and the def2-TZVPD basis)
O -0.96 1.93 -0.75
H -1.55 2.69 -0.61
H -0.27 2.14 -1.39
O 0.36 -4.94 -1.34
H 0.63 -5.40 -0.54
H 0.24 -5.67 -1.93
O -0.51 -2.33 1.30
H -0.64 -2.84 0.51
H 0.14 -2.88 1.76
O 0.82 2.37 2.69
H 1.55 2.03 3.19
H 0.25 2.79 3.32
O 0.46 2.39 -3.30
H -0.19 3.00 -3.68
H 1.30 2.42 -3.77
O -0.33 0.52 1.11
H -0.06 1.02 1.91
H -0.61 1.14 0.25
H -0.65 -0.39 1.28
```

Here are the Löwdin charges for atoms 1 to 6, given in e: O 0.075; H 0.123; H 0.069; O -0.056; H 0.036; H 0.033


6.
Below is an isolated molecule of C14H16N2O5S2 at a distorted geometry, with properties calculated with the ωB97M-V functional and the def2-TZVPD basis.

Calculated values
HOMO-LUMO gap in Ha: 0.33420
SMILES: CCOC(=O)Cc1csc(NS(=O)(=O)c2ccc(OC)cc2)n1
ΔE to the lowest compared entry with this formula, charge and spin in kJ/mol: 0.00

Structure (XYZ):
```
39
C14H16N2O5S2 (the ωB97M-V functional and the def2-TZVPD basis)
C -2.27 -0.55 1.72
C -2.55 -0.18 0.27
O -1.90 1.04 -0.09
C -2.49 2.17 0.30
O -3.55 2.23 0.85
C -1.66 3.39 -0.09
C -0.25 3.02 -0.38
C 0.34 2.95 -1.60
S 1.97 2.39 -1.48
C 1.72 2.28 0.24
N 2.73 1.83 1.05
S 3.67 0.52 0.52
O 4.29 0.91 -0.71
O 4.48 0.16 1.64
C 2.43 -0.72 0.21
C 2.01 -0.96 -1.08
C 0.99 -1.86 -1.32
C 0.38 -2.51 -0.24
O -0.64 -3.40 -0.35
C -1.11 -3.74 -1.64
C 0.82 -2.26 1.06
C 1.84 -1.36 1.28
N 0.55 2.63 0.65
H -2.74 0.17 2.38
H -2.67 -1.54 1.93
H -1.20 -0.56 1.90
H -2.14 -0.93 -0.41
H -3.63 -0.08 0.10
H -1.71 4.09 0.74
H -2.12 3.85 -0.97
H -0.08 3.19 -2.56
H 2.51 1.83 2.03
H 2.50 -0.46 -1.90
H 0.67 -2.05 -2.33
H -0.33 -4.20 -2.24
H -1.90 -4.47 -1.47
H -1.52 -2.88 -2.16
H 0.35 -2.79 1.87
H 2.20 -1.16 2.28
```

Here are the Löwdin charges for atoms 1 to 6, given in e: C -0.048; C -0.197; O -0.006; C -0.490; O 0.114; C -0.021


7.
Below is an isolated molecule of C4H5NS at a distorted geometry, with properties calculated with the ωB97M-V functional and the def2-TZVPD basis.

Calculated values
HOMO-LUMO gap in Ha: 0.31514
SMILES: S=C1C=CCN1
ΔE to the lowest compared entry with this formula, charge and spin in kJ/mol: 13.41

Structure (XYZ):
```
11
C4H5NS (the ωB97M-V functional and the def2-TZVPD basis)
S 2.05 0.00 0.00
C 0.40 0.03 0.02
C -0.50 1.19 0.01
C -1.78 0.78 0.00
C -1.84 -0.70 -0.01
N -0.43 -1.03 0.00
H -0.14 2.21 -0.06
H -2.66 1.41 0.00
H -2.32 -1.07 -0.84
H -2.29 -1.10 0.89
H -0.04 -1.97 -0.01
```

Here are the Löwdin charges for atoms 1 to 6, given in e: S 0.587; C -0.885; C -0.079; C -0.045; C -0.165; N -0.007


8.
Below is a cluster of 2 separate species, C3H12N3S in total at a distorted geometry, with properties calculated with the ωB97M-V functional and the def2-TZVPD basis.

Calculated values
HOMO-LUMO gap in Ha: 0.16376
ΔE to the lowest compared entry with this formula, charge and spin in kJ/mol: 576.14
Charge: +1

Structure (XYZ):
```
19
C3H12N3S (the ωB97M-V functional and the def2-TZVPD basis)
N -1.51 0.54 2.33
C -0.48 0.79 1.36
N 0.98 0.25 1.86
N -0.76 1.99 0.72
H -1.72 1.46 2.69
H -2.29 0.30 1.71
H 1.00 0.98 2.58
H 0.47 -0.51 2.32
H -1.18 2.60 1.41
H 0.09 2.39 0.35
C -0.73 -0.16 -1.83
S 0.69 -1.24 -2.15
C 1.37 -1.20 -0.41
H -0.70 0.76 -2.41
H -0.60 0.10 -0.76
H -1.65 -0.71 -2.00
H 2.12 -1.96 -0.31
H 1.76 -0.20 -0.25
H 0.53 -1.36 0.29
```

Here are the Löwdin charges for atoms 1 to 6, given in e: N 0.103; C -0.194; N 0.129; N 0.200; H 0.103; H 0.123


9.
Below is a structure of composition C19H14F6FeN6O7PSTe4 at a distorted geometry, with properties calculated with the ωB97M-V functional and the def2-TZVPD basis.

Calculated values
HOMO-LUMO gap (alpha / beta) in Ha: 0.23507 / 0.20025
ΔE to the lowest compared entry with this formula, charge and spin in kJ/mol: 259.33
Multiplicity: 5
Charge: -1

Structure (XYZ):
```
59
C19H14F6FeN6O7PSTe4 (the ωB97M-V functional and the def2-TZVPD basis)
Fe -0.05 0.32 0.09
Te -3.17 0.23 2.37
Te -5.23 -1.22 3.09
Te -4.29 -3.16 0.73
Te -2.56 -1.19 0.17
F 1.38 2.11 -1.91
P 2.74 1.99 -1.05
F 2.57 3.48 -0.56
F 4.01 1.77 -0.11
F 3.63 2.40 -2.31
F 2.81 0.40 -1.49
F 1.76 1.46 0.26
O 3.93 -3.98 -3.90
C 3.52 -3.01 -4.84
N 2.48 -2.27 -4.16
C 1.85 -1.26 -4.78
O 2.11 -0.97 -5.94
C 0.83 -0.48 -4.01
C 0.21 0.59 -4.64
C -0.72 1.33 -3.95
C -0.99 1.00 -2.63
N -0.40 -0.03 -1.99
C 0.49 -0.75 -2.70
H 4.67 -4.48 -4.28
H 3.12 -3.45 -5.75
H 4.34 -2.33 -5.11
H 2.35 -2.50 -3.19
H 0.49 0.81 -5.66
H -1.22 2.18 -4.39
H -1.70 1.57 -2.06
H 0.94 -1.58 -2.18
O 1.83 -2.09 0.27
C 1.15 -1.21 0.13
O -2.50 1.17 5.09
S -1.09 0.88 5.26
O -0.45 1.46 6.40
N -0.32 1.15 3.85
C -0.09 0.02 3.22
O 0.32 -0.10 2.03
C -0.38 -1.22 4.02
C -0.24 -2.54 3.64
C -0.63 -3.53 4.54
C -1.16 -3.19 5.78
C -1.32 -1.86 6.15
C -0.92 -0.90 5.25
H 0.17 -2.78 2.67
H -0.53 -4.57 4.26
H -1.46 -3.98 6.46
H -1.75 -1.59 7.11
N -3.17 2.59 -0.67
C -1.99 2.74 0.02
O -1.42 1.67 0.42
C -1.50 4.02 0.27
C -2.26 5.12 -0.20
N -2.95 5.96 -0.60
C -0.35 4.25 1.07
N 0.56 4.44 1.75
H -3.77 3.39 -0.77
H -3.62 1.69 -0.55
```

Here are the Löwdin charges for atoms 1 to 6, given in e: Fe 0.454; Te 0.467; Te 0.115; Te -0.013; Te 0.248; F -0.142


Number 1: total energy -1716.02192 hartree. Number 2: total energy -2807.78225 hartree. Number 3: total energy -585.26332 hartree. Number 4: total energy -3310.14731 hartree. Number 5: total energy -459.00035 hartree. Number 6: total energy -1825.17563 hartree. Number 7: total energy -608.34556 hartree. Number 8: total energy -683.54725 hartree. Number 9: total energy -5262.55159 hartree.